Record 1
C3H4OS | wB97M-V/def2-TZVPD

```
9
Properties=species:S:1:pos:R:3
C -0.846 -0.885 0.004
H -1.896 -1.045 -0.384
C -0.662 0.544 -0.099
O -1.419 1.439 -0.090
H -0.764 -1.201 1.016
C 1.504 0.911 0.044
H 1.683 2.048 0.016
H -0.164 -1.558 -0.510
S 2.565 -0.253 0.003
```

Computed properties:
Total energy   -590.02592 hartree
Gap between HOMO and LUMO   7.6 eV
M   88.13 g mol⁻¹
LUMO   -0.24 eV
Spin multiplicity   1
Energy relative to the best compared isomer or geometry (same formula, charge and spin)   259.2 kJ/mol
HOMO level   -7.81 eV
Max |F|   0.0765 Eh/bohr
Net charge   0

---

Record 2
C21H34N3O3PSn | wB97M-V/def2-TZVPD

```
63
Properties=species:S:1:pos:R:3
H -3.498 3.026 -0.526
O 1.121 2.729 -0.956
C 2.268 -2.511 0.899
C -3.658 3.030 0.576
H 1.175 -4.294 1.595
H -0.564 1.994 3.407
H 2.645 1.367 -0.446
H 0.134 -5.341 -0.654
C 2.213 0.569 -2.399
Sn 0.113 -0.642 -0.303
C -0.022 0.209 -3.287
H -0.472 3.800 3.337
H -4.408 0.956 0.548
H 5.396 -0.773 -0.635
H 5.663 -2.905 0.639
N 1.022 -0.354 -2.394
H -2.618 -3.333 -0.141
N -0.399 1.480 0.156
H -5.649 2.211 0.333
C -1.584 1.589 0.901
H -2.087 -2.880 1.502
C 4.518 -1.259 -0.192
C -2.436 2.973 2.841
C 1.441 -1.673 -2.926
N -0.339 3.898 0.109
H 1.276 -4.244 -1.502
H 4.072 1.006 -1.430
H 2.257 -2.070 -2.305
C -2.265 2.902 1.292
P -0.208 -2.984 -0.030
C -1.457 4.072 0.832
C 3.540 -3.090 1.056
H -0.187 1.263 -3.021
H 0.154 4.746 -0.217
H -0.448 -0.680 1.157
H 0.567 -2.737 2.246
H 1.790 -1.571 -3.974
H -0.428 -4.368 -2.058
H 0.330 0.162 -4.327
H -0.971 -0.357 -3.185
C 3.084 0.619 -1.122
H -1.424 -0.279 -0.773
H 1.831 1.585 -2.590
H -1.848 -4.572 0.919
C 1.011 -3.227 1.358
O -2.183 0.589 1.269
C -4.718 1.963 0.887
H -4.965 1.941 1.967
C 4.670 -2.457 0.519
H -4.112 4.010 0.844
H -3.055 2.122 3.197
H -2.971 3.910 3.113
H 2.831 0.288 -3.274
C 2.096 -1.276 0.216
O -1.833 5.209 1.084
C -1.113 2.937 3.612
C 0.163 2.684 -0.246
C 0.232 -4.372 -1.174
C 3.246 -0.671 -0.345
H 0.583 -2.358 -2.894
H 3.648 -4.044 1.587
H -1.322 2.992 4.701
C -1.847 -3.507 0.628
```

Computed properties:
Total energy   -1766.16238 hartree
Gap between HOMO and LUMO   8.2 eV
M   526.21 g mol⁻¹
LUMO   0.35 eV
Spin multiplicity   1
HOMO level   -7.80 eV
Max |F|   0.0813 Eh/bohr
Net charge   0